1.
4 unconnected molecules or ions with the total composition C3H14O4 at a distorted geometry, computed with wB97M-V/def2-TZVPD.

Cartesian coordinates (Å):
1 C -0.74568 3.34732 1.73652
2 C -0.90653 2.08242 0.86846
3 C 0.41755 1.48022 0.35491
4 O -1.60948 1.03295 1.50438
5 H 0.12999 3.39296 2.38182
6 H -0.62172 4.23212 1.10170
7 H -1.65961 3.45877 2.32102
8 H -1.49940 2.45511 0.02475
9 H 0.37516 0.43385 0.66454
10 H 0.42910 1.32969 -0.72671
11 H 1.20737 2.13809 0.70449
12 H -2.29662 1.36705 2.06986
13 H -0.09460 -1.72252 -3.99434
14 H -1.14183 -2.22970 -2.92205
15 O -0.96578 -1.57913 -3.63195
16 H 1.95281 -3.28108 0.18224
17 H 2.42183 -2.40216 1.34524
18 O 1.76709 -3.08078 1.11478
19 H 0.65153 -3.45094 -1.91066
20 H 1.08467 -4.90796 -1.86062
21 O 1.10417 -4.09628 -1.32839

Calculated values
Charge ... -1
<S²> ... 0.75
Kohn-Sham gap (alpha / beta) ... 2.334 / 10.018 eV
Relative energy (zero: lowest compared OMol25 entry of this formula, charge and spin) ... 30.96 kJ/mol
Multiplicity ... 2
E_tot ... -11526.762 eV

2.
A molecular structure, C43H57BaN3O3P2SSeSi, computed with wB97M-V/def2-TZVPD.

Cartesian coordinates (Å):
1 Ba 0.73421 0.31815 -1.07305
2 C -2.02672 1.97918 -3.23115
3 O -1.32251 2.34984 -2.03991
4 C -0.76981 3.65746 -2.14349
5 C 0.73815 3.58344 -2.27142
6 O 1.31259 2.91691 -1.14319
7 C 1.51161 3.67667 0.04017
8 C 0.35086 3.51622 0.99936
9 O 0.07620 2.14001 1.09421
10 C -0.85154 1.84074 2.12163
11 H -1.34290 1.95669 -4.07981
12 H -2.86231 2.66156 -3.38663
13 H -2.42005 0.97655 -3.06616
14 H -1.07095 4.21898 -1.25767
15 H -1.17752 4.18601 -3.01140
16 H 1.19853 4.57117 -2.38717
17 H 0.99378 2.97619 -3.14063
18 H 1.67486 4.73285 -0.20506
19 H 2.42321 3.28525 0.49852
20 H -0.54669 4.05735 0.67970
21 H 0.64254 3.92280 1.97986
22 H -0.45328 2.15256 3.09406
23 H -0.99496 0.76536 2.11107
24 H -1.80990 2.34159 1.94092
25 C 1.85183 -2.20825 1.73840
26 P 2.05277 -0.47579 2.34809
27 C 3.81025 -0.04106 2.05286
28 C 4.18044 1.25981 2.40642
29 C 5.45268 1.74199 2.15529
30 C 6.38942 0.92831 1.52825
31 C 6.04033 -0.36559 1.17608
32 C 4.76245 -0.84826 1.43987
33 C 2.04379 -0.71075 4.15721
34 C 3.03729 -1.44081 4.81231
35 C 2.99106 -1.62840 6.18207
36 C 1.94278 -1.09107 6.92045
37 C 0.94986 -0.36865 6.28171
38 C 1.00403 -0.17663 4.90678
39 C 0.44945 -2.43499 1.25156
40 C -0.34645 -3.55279 1.41107
41 C -1.52535 -3.31750 0.66088
42 C -1.37341 -2.06557 0.10300
43 C -2.34476 -1.21938 -0.66488
44 P -4.07525 -1.21997 -0.01339
45 C -3.94034 -0.58853 1.70981
46 C -2.88592 -0.84717 2.58331
47 C -2.93572 -0.40212 3.89848
48 C -4.02992 0.29892 4.37273
49 C -5.09905 0.54304 3.51970
50 C -5.05284 0.09610 2.21174
51 C -4.66012 0.28523 -0.86696
52 C -5.58260 0.11218 -1.89603
53 C -6.08084 1.20039 -2.60080
54 C -5.67428 2.48126 -2.26136
55 C -4.75291 2.66646 -1.23726
56 C -4.24144 1.57684 -0.55698
57 N -0.17134 -1.51347 0.45472
58 H 2.08615 -2.91510 2.54012
59 H 2.58035 -2.38550 0.94196
60 H 3.45326 1.90598 2.88777
61 H 5.71254 2.75040 2.44897
62 H 7.38694 1.29621 1.32761
63 H 6.76137 -1.01467 0.69600
64 H 4.52230 -1.85890 1.14398
65 H 3.85888 -1.86080 4.24321
66 H 3.77092 -2.19560 6.67341
67 H 1.90193 -1.23844 7.99122
68 H 0.12760 0.04862 6.84927
69 H 0.21823 0.38128 4.41320
70 H -0.10174 -4.43118 1.98652
71 H -2.38622 -3.96073 0.57523
72 H -2.44983 -1.55797 -1.70428
73 H -2.01142 -0.16733 -0.70623
74 H -2.01948 -1.40613 2.26108
75 H -2.10181 -0.62135 4.55381
76 H -4.06604 0.64148 5.39825
77 H -5.97126 1.07614 3.87494
78 H -5.89791 0.29291 1.56170
79 H -5.92010 -0.88832 -2.13727
80 H -6.79640 1.04490 -3.39673
81 H -6.07267 3.33582 -2.79216
82 H -4.43056 3.66698 -0.97766
83 H -3.52277 1.73532 0.23882
84 C 0.87214 -1.96399 -6.61303
85 Si -0.18881 -0.84788 -5.53607
86 C -1.39428 0.05656 -6.65710
87 C -1.19098 -1.93932 -4.38096
88 Se 1.06879 0.56424 -4.35816
89 H 0.27486 -2.56302 -7.29897
90 H 1.45146 -2.64962 -5.99224
91 H 1.57164 -1.36995 -7.20327
92 H -1.85822 -0.61493 -7.37941
93 H -0.88645 0.85201 -7.20329
94 H -2.19388 0.51496 -6.07255
95 H -1.81330 -2.65224 -4.92255
96 H -1.85180 -1.32820 -3.76275
97 H -0.53443 -2.50202 -3.71499
98 S 3.29477 -1.54152 -1.69759
99 C 4.18895 -0.46079 -2.66526
100 N 4.15797 -0.53191 -3.98590
101 C 4.77987 0.44025 -4.86438
102 C 4.93035 1.76156 -4.13005
103 C 5.64484 1.52685 -2.80901
104 N 4.92676 0.50006 -2.07938
105 H 3.40277 -1.09809 -4.34615
106 H 4.12938 0.54945 -5.73171
107 H 5.75022 0.06210 -5.20247
108 H 3.93071 2.16318 -3.94735
109 H 5.48434 2.47152 -4.74291
110 H 5.65023 2.42687 -2.19106
111 H 6.68814 1.23197 -2.97207
112 H 5.02793 0.40587 -1.07773

Calculated values
Kohn-Sham gap ... 6.576 eV
Relative energy (zero: lowest compared OMol25 entry of this formula, charge and spin) ... 0.00 kJ/mol
E_tot ... -159463.596 eV

3.
A molecular structure, C31H54CaN3OP2 at a distorted geometry, computed with wB97M-V/def2-TZVPD.

Cartesian coordinates (Å):
1 C -1.39667 -2.30438 -0.94903
2 C -0.79233 -0.39064 -2.09737
3 C -1.70183 -2.95384 -2.14995
4 C -0.84793 -1.05391 -3.31252
5 C -1.35613 -2.33754 -3.36060
6 H -2.26847 -3.89270 -2.11339
7 H -0.52268 -0.50940 -4.20037
8 H -1.51405 -2.81098 -4.33335
9 N -0.89018 -1.05334 -0.91944
10 P -0.66447 -2.62634 1.75487
11 P 1.01061 2.00615 -2.10044
12 C -1.82443 -2.95915 0.38244
13 H -2.81340 -2.53668 0.64133
14 H -1.99775 -4.04067 0.21496
15 C -0.75830 1.11500 -2.09847
16 H -1.30266 1.44165 -2.99376
17 C 0.78191 3.66105 -2.98797
18 C 2.87756 1.68386 -1.90921
19 C -1.75461 -1.98435 3.23121
20 C 0.00328 -4.39257 1.96588
21 C 0.60707 4.63370 -1.82082
22 H 1.55781 4.82643 -1.30952
23 H 0.22383 5.58880 -2.20133
24 H -0.08632 4.25891 -1.06710
25 C 1.92674 4.20030 -3.87598
26 H 2.85244 4.46577 -3.35596
27 H 2.17657 3.54564 -4.72084
28 H 1.54157 5.14278 -4.30028
29 C -0.43288 3.69194 -3.94862
30 H -0.66378 4.73191 -4.24194
31 H -0.23337 3.13422 -4.86860
32 H -1.34754 3.28870 -3.51856
33 C 3.59342 2.89558 -1.28843
34 H 3.21698 3.09567 -0.27534
35 H 4.67500 2.66866 -1.21906
36 H 3.49396 3.81822 -1.87037
37 C 3.06225 0.48977 -0.93587
38 H 2.78437 0.78068 0.09942
39 H 2.50251 -0.40287 -1.27099
40 H 4.12796 0.20035 -0.89715
41 C 3.53314 1.31939 -3.26462
42 H 3.58822 2.17317 -3.95156
43 H 4.56680 0.97144 -3.08292
44 H 2.97978 0.51558 -3.77284
45 C 1.07653 -4.37079 3.06454
46 H 1.47696 -5.39009 3.16112
47 H 1.90593 -3.70014 2.80941
48 H 0.67725 -4.07017 4.04015
49 C 0.66842 -4.79802 0.63730
50 H -0.04607 -4.88051 -0.19074
51 H 1.46792 -4.10355 0.34888
52 H 1.11896 -5.79148 0.78187
53 C -1.08865 -5.41455 2.31238
54 H -0.65764 -6.41710 2.17783
55 H -1.41337 -5.34326 3.35467
56 H -1.97574 -5.35685 1.67067
57 C -3.12718 -1.48274 2.76170
58 H -3.79696 -2.30164 2.46476
59 H -3.61452 -0.95405 3.59604
60 H -3.06324 -0.77528 1.92631
61 C -0.96474 -0.82350 3.87142
62 H -0.89285 0.06791 3.21962
63 H -1.48407 -0.50196 4.78747
64 H 0.05799 -1.11896 4.14977
65 C -1.99871 -3.05423 4.29332
66 H -2.62124 -3.87421 3.91945
67 H -1.06922 -3.45635 4.71113
68 H -2.55186 -2.58808 5.12416
69 Ca 0.62270 0.00377 0.83006
70 C 2.62138 -2.02878 0.93364
71 O 3.67909 -2.43999 1.11802
72 N 0.10340 2.04026 -0.19939
73 C -1.01640 1.81040 -0.84458
74 C -2.46213 2.32590 -0.51775
75 C -3.14103 2.77106 -1.80731
76 C -3.30933 1.16977 -0.00168
77 C -2.49645 3.52402 0.43470
78 H -2.74331 3.70597 -2.20414
79 H -3.10222 2.00389 -2.59299
80 H -4.20329 2.94996 -1.58270
81 H -2.94453 0.81893 0.96640
82 H -4.33768 1.53739 0.17579
83 H -3.33619 0.32884 -0.71904
84 H -3.53501 3.67950 0.78173
85 H -1.88179 3.33920 1.31329
86 H -2.16992 4.43577 -0.07701
87 C 4.19736 0.83078 4.20161
88 C 3.15162 0.53835 3.24404
89 N 2.29242 0.32619 2.48494
90 H 4.33856 1.91772 4.28050
91 H 5.14834 0.37574 3.89136
92 H 3.92650 0.43904 5.19171

Calculated values
Charge ... +1
Kohn-Sham gap (alpha / beta) ... 4.511 / 4.736 eV
Relative energy (zero: lowest compared OMol25 entry of this formula, charge and spin) ... 435.69 kJ/mol
E_tot ... -76549.538 eV

4.
2 unconnected molecules or ions with the total composition C12H20P at a distorted geometry, computed with wB97M-V/def2-TZVPD.

Cartesian coordinates (Å):
1 C 3.65018 -0.53970 0.02010
2 C 1.23723 -3.36744 0.20587
3 C 0.00286 -1.71190 -3.81238
4 C 2.43409 -0.14988 0.28287
5 C 0.52452 -2.24479 0.37907
6 C 0.88449 -0.96734 -3.20767
7 C -2.28176 2.32223 1.41344
8 C -2.49893 0.80294 1.45653
9 C -0.79189 2.67318 1.24053
10 C -1.82028 -0.00551 0.29351
11 C -0.23690 1.90156 0.01399
12 C -0.40625 0.43230 0.42346
13 P 0.82038 -0.65909 -0.46340
14 H 4.49541 -0.22836 0.64662
15 H 4.06095 -1.03013 -0.90352
16 H 1.03499 -4.19464 0.87904
17 H 2.28428 -3.39483 -0.17410
18 H 0.37488 -1.97466 -4.85713
19 H -0.87707 -2.02386 -3.26727
20 H 2.29267 0.47621 1.19686
21 H -0.28237 -2.20514 1.16487
22 H 1.70876 -0.26741 -3.33041
23 H -2.80047 2.66483 0.41070
24 H -2.75548 2.69242 2.30344
25 H -2.28799 0.38146 2.37751
26 H -3.63120 0.60551 1.34032
27 H -0.68628 3.72481 1.29071
28 H -0.22677 2.29934 2.19191
29 H -2.08402 -0.96785 0.51704
30 H -2.30484 0.33327 -0.51827
31 H -0.71268 2.19335 -0.83374
32 H 0.91614 2.10958 -0.08098
33 H -0.03665 0.31956 1.40049

Calculated values
Charge ... +1
Kohn-Sham gap (alpha / beta) ... 7.934 / 7.930 eV
Relative energy (zero: lowest compared OMol25 entry of this formula, charge and spin) ... 357.45 kJ/mol
E_tot ... -22044.597 eV

5.
A molecular structure, C14H32N4OP2SV at a distorted geometry, computed with wB97M-V/def2-TZVPD.

Cartesian coordinates (Å):
1 V -0.37106 -0.09317 0.58585
2 P -0.07311 2.20968 0.28976
3 P 1.76955 -0.16836 1.44809
4 N -1.27966 0.00986 -1.19436
5 N 0.12147 -1.83144 -0.22967
6 H -1.80556 -1.29320 -2.78307
7 H -1.41181 -3.20722 -0.74940
8 H -2.78437 -1.47986 -1.31106
9 C -1.76629 -1.28524 -1.68357
10 H -0.28978 -2.81228 -2.06158
11 C -0.82397 -2.38637 -1.19562
12 H -1.56950 1.14849 -2.92575
13 H 1.41133 -3.49488 -0.25816
14 C -1.07104 1.05426 -1.96558
15 C 1.24447 -2.48084 0.12913
16 C -0.06746 2.01074 -1.54012
17 C 2.16490 -1.83769 0.93604
18 H -0.04422 2.93411 -2.12934
19 H 3.07686 -2.34173 1.24053
20 H 2.88525 0.55240 0.94794
21 H 2.04505 -0.23308 2.84055
22 H 1.12895 2.96700 0.39035
23 H -1.05034 3.23617 0.47460
24 H 1.76729 -0.81179 -2.17947
25 C 2.52956 -0.05019 -2.43647
26 C 3.87769 -0.59354 -2.00581
27 C 2.42613 0.23542 -3.92609
28 O 2.30030 1.10989 -1.64168
29 H 4.22313 -1.38024 -2.67954
30 H 4.61977 0.21229 -1.98978
31 H 3.80588 -1.01133 -0.99804
32 H 1.37439 0.25837 -4.22941
33 H 2.88432 1.19858 -4.17007
34 H 2.93187 -0.54970 -4.49587
35 H 1.20783 1.50659 -1.77014
36 C -4.43641 -0.86516 2.92324
37 N -3.73544 0.19916 3.63288
38 C -4.24536 0.49238 4.97624
39 C -2.43769 0.44225 3.33274
40 S -1.57368 -0.69127 2.34490
41 N -1.82350 1.51615 3.87126
42 C -2.57834 2.73574 4.17080
43 C -0.37967 1.66459 3.81512
44 H -5.46865 -0.87296 3.28467
45 H -3.97651 -1.84782 3.10808
46 H -4.42436 -0.66748 1.84485
47 H -3.44688 0.45938 5.73202
48 H -4.73733 1.47405 5.00431
49 H -4.99540 -0.26884 5.22013
50 H -2.65372 2.87870 5.25827
51 H -2.04839 3.59870 3.74915
52 H -3.57986 2.69311 3.73392
53 H 0.10095 0.73883 4.14100
54 H -0.04482 1.91646 2.79723
55 H -0.10874 2.48058 4.48907

Calculated values
Charge ... +2
<S²> ... 3.80
Kohn-Sham gap (alpha / beta) ... 5.939 / 4.775 eV
Multiplicity ... 4
E_tot ... -78127.014 eV